14
Properties=species:S:1:pos:R:3:forces:R:3 method="wB97M-V/def2-TZVPD" total_energy_ha=-701.71953 charge=0 max_force_ha_per_bohr=0.1337 orbital_gap_ha=0.2929 e_homo_ev=-9.43 smiles="N#CC(=S)[C@@H]1CCN1"
N 3.5293 -1.0157 -0.1043 -5.9 3.1 1.8
C 2.4990 -0.4230 0.1662 5.3 -2.3 -2.2
C 1.3191 0.4920 0.2159 1.4 -2.9 1.0
S 1.5686 2.0051 -0.1897 -0.3 0.8 -0.2
C 0.0906 -0.2532 0.7276 -0.5 0.1 -0.6
C -0.6535 -0.9467 -0.5544 -0.6 1.7 1.6
C -1.5699 0.3642 -0.5024 -0.8 -0.8 1.0
N -1.0148 0.6812 0.8415 -0.6 -1.2 0.6
H 0.3364 -0.8785 1.6648 -0.2 0.8 -1.5
H -0.0523 -1.1033 -1.4315 0.2 -0.3 -0.2
H -1.2935 -1.7991 -0.2588 0.8 0.3 -0.2
H -1.3924 1.2413 -1.1357 -0.1 -0.7 -0.6
H -2.6771 0.0226 -0.4836 1.7 1.1 -0.1
H -0.6896 1.6133 1.0444 -0.3 0.3 -0.3


14
Properties=species:S:1:pos:R:3:forces:R:3 method="wB97M-V/def2-TZVPD" total_energy_ha=-701.63778 charge=0 max_force_ha_per_bohr=0.0714 orbital_gap_ha="0.3105 / 0.2833" e_homo_ev="-9.32 / -8.31"
C 0.1477 -2.2324 1.0995 2.6 -2.4 -1.0
C 0.4622 -1.0982 0.4186 -1.2 -2.5 0.9
C -1.3587 -0.9526 1.6806 2.0 -0.6 -0.9
C -0.8780 0.8690 0.1507 -0.4 2.1 0.4
C 1.2206 1.9761 -2.1548 1.9 0.8 0.2
N -0.9289 -2.1321 1.9271 -0.1 -0.2 -0.4
N -0.5594 -0.2921 0.7485 -1.8 2.2 0.4
S -1.8057 2.1439 0.4887 0.8 -1.6 -0.4
H 0.6581 -3.1962 0.9323 -0.2 0.7 0.5
H 1.1469 -0.8855 -0.3244 1.2 0.4 -1.2
H -2.0169 -0.4591 2.2494 -2.8 1.9 1.5
H 1.2953 3.0435 -2.0048 0.2 0.0 0.6
H 0.4730 1.7618 -2.8206 -2.1 -0.9 -1.2
H 2.1437 1.4540 -2.3907 0.0 0.0 0.5


15
Properties=species:S:1:pos:R:3:forces:R:3 method="wB97M-V/def2-TZVPD" total_energy_ha=-1099.90608 charge=0 max_force_ha_per_bohr=0.1422 orbital_gap_ha=0.3143 e_homo_ev=-9.16
C 3.0252 -0.7509 0.1989 0.2 -4.8 5.5
C 0.5307 0.3304 -0.0700 -1.6 -1.6 -0.7
C -1.6335 -0.8411 -0.7231 0.9 -5.0 -4.4
C -2.9100 -0.6880 -0.3368 -2.9 -2.2 0.4
C -1.7209 0.7792 0.6581 -4.1 -0.9 0.5
H 3.5781 -1.9269 0.5996 -1.5 3.8 -1.9
H 3.1941 -0.3707 -0.7079 1.4 0.9 -3.6
H 3.3693 -0.0398 0.9799 -0.8 -0.4 -0.4
H -1.1807 -1.7087 -1.4982 -1.1 3.0 2.4
H -3.8353 -1.4375 -0.6282 2.6 2.5 0.9
H -1.5543 1.4753 1.3550 1.7 2.7 2.1
N -0.9310 0.1081 -0.1131 5.5 0.9 -0.7
N -2.9358 0.2960 0.6311 -1.4 -0.1 -0.8
S 1.2434 -1.2246 0.1942 1.2 0.7 0.6
S 1.2409 1.7372 -0.3248 0.0 0.6 0.2


15
Properties=species:S:1:pos:R:3:forces:R:3 method="wB97M-V/def2-TZVPD" total_energy_ha=-1099.82440 charge=0 max_force_ha_per_bohr=0.0751 orbital_gap_ha=0.3154 e_homo_ev=-8.42
S -1.0005 0.5089 -2.8803 1.9 -2.3 -2.3
S 0.2248 1.8594 -3.8782 -0.7 -0.1 1.1
C 1.5008 2.1883 -2.6928 -0.3 0.6 -1.2
N 1.5478 2.1061 -1.4473 2.0 0.7 0.1
N 0.4926 1.9109 -0.7064 -2.3 -0.2 1.8
C 0.4036 1.1370 0.2624 0.4 -0.1 -2.2
C 0.1540 0.0673 0.9015 0.2 0.3 0.3
C 0.2826 -0.6301 2.1576 -1.0 0.9 1.9
C -0.2473 -1.3554 0.9696 1.6 -1.5 -3.2
H -1.8133 1.1059 -2.1297 -1.5 2.1 1.4
H 2.3049 2.7276 -3.1788 0.4 -0.4 -0.1
H -0.4535 -0.2438 2.8911 0.6 -0.7 -0.1
H 1.3079 -0.7589 2.5038 -0.4 -0.5 0.1
H 0.5611 -2.0031 0.4300 -1.6 1.0 1.1
H -1.2558 -1.6180 0.5861 0.5 0.1 1.3


17
Properties=species:S:1:pos:R:3:forces:R:3 method="wB97M-V/def2-TZVPD" total_energy_ha=-906.98191 charge=-1 max_force_ha_per_bohr=0.0746 orbital_gap_ha="0.2166 / 0.2165" e_homo_ev="-2.86 / -2.86"
C 1.7061 0.3197 -1.9010 0.7 0.6 -2.1
C -0.5152 -1.3600 -0.9972 -0.7 0.2 0.2
C 0.8188 0.1422 0.4082 1.2 -0.7 2.7
C -1.5632 0.2986 0.4882 -0.4 0.1 1.1
C -2.8223 -0.4890 0.0690 -1.6 0.3 0.7
N 1.9091 -0.0411 -0.3262 1.0 0.2 0.6
N -0.3931 -0.3926 -0.0856 -0.9 0.0 -1.0
N 3.1236 0.5097 0.2627 -2.8 2.2 1.5
O 2.7690 0.5532 -2.4230 -1.0 -0.4 0.6
O 0.7962 0.5995 1.5930 0.0 -0.1 -1.7
S -2.2827 -1.6193 -1.2540 1.3 0.4 0.2
H -1.5828 1.4078 0.1493 0.0 -1.9 0.6
H -1.3964 0.1956 1.5925 -0.4 0.8 -1.0
H -3.3862 -1.1360 0.8774 1.5 1.5 -1.2
H -3.5543 0.2821 -0.2859 0.4 -0.9 0.1
H 3.6690 -0.1912 0.6731 0.9 -2.0 0.1
H 2.7043 0.9209 1.1596 0.8 -0.1 -1.4


20
Properties=species:S:1:pos:R:3:forces:R:3 method="wB97M-V/def2-TZVPD" total_energy_ha=-1132.78663 charge=-1 max_force_ha_per_bohr=0.0665 orbital_gap_ha=0.2841 e_homo_ev=-4.52 smiles="O=c1oc([O-])nn1S(=O)(=O)N1CCC1"
O -1.8903 0.9114 -3.1413 -0.6 0.3 -0.7
C -1.1784 1.5170 -2.3890 0.2 -3.4 -0.3
O -1.1495 2.7489 -2.0748 0.2 0.7 0.3
C -0.1203 2.8404 -0.9427 -0.4 2.6 -0.9
O 0.1355 3.9713 -0.6079 -0.1 0.3 0.6
N 0.3182 1.6890 -0.7091 2.1 -1.9 1.8
N -0.1160 0.7681 -1.6477 -1.7 0.8 -0.6
S -0.6239 -0.6923 -0.9087 -1.8 2.4 1.5
O -0.6282 -1.7226 -1.8741 0.4 -1.0 -0.6
O -1.8411 -0.5110 -0.0870 1.4 -0.2 -1.4
N 0.6430 -0.8298 0.1298 -0.3 0.8 -0.3
C 0.5055 -0.0493 1.3925 2.6 -0.1 1.5
C 0.8959 -1.3537 2.1532 -2.1 -0.2 0.9
C 0.6912 -2.1497 0.8602 0.0 2.0 -0.8
H -0.5290 0.3058 1.6040 1.1 0.0 -0.2
H 1.4091 0.6566 1.5957 -2.3 -0.4 -1.0
H 1.8967 -1.4403 2.4525 1.5 0.4 0.4
H 0.2878 -1.5217 3.0774 0.2 -0.4 -1.0
H 1.5735 -2.5649 0.3977 -0.2 -1.4 0.5
H -0.2798 -2.5732 0.7195 -0.2 -1.3 0.2


Repeat the fifth record exactly.
17
Properties=species:S:1:pos:R:3:forces:R:3 method="wB97M-V/def2-TZVPD" total_energy_ha=-906.98191 charge=-1 max_force_ha_per_bohr=0.0746 orbital_gap_ha="0.2166 / 0.2165" e_homo_ev="-2.86 / -2.86"
C 1.7061 0.3197 -1.9010 0.7 0.6 -2.1
C -0.5152 -1.3600 -0.9972 -0.7 0.2 0.2
C 0.8188 0.1422 0.4082 1.2 -0.7 2.7
C -1.5632 0.2986 0.4882 -0.4 0.1 1.1
C -2.8223 -0.4890 0.0690 -1.6 0.3 0.7
N 1.9091 -0.0411 -0.3262 1.0 0.2 0.6
N -0.3931 -0.3926 -0.0856 -0.9 0.0 -1.0
N 3.1236 0.5097 0.2627 -2.8 2.2 1.5
O 2.7690 0.5532 -2.4230 -1.0 -0.4 0.6
O 0.7962 0.5995 1.5930 0.0 -0.1 -1.7
S -2.2827 -1.6193 -1.2540 1.3 0.4 0.2
H -1.5828 1.4078 0.1493 0.0 -1.9 0.6
H -1.3964 0.1956 1.5925 -0.4 0.8 -1.0
H -3.3862 -1.1360 0.8774 1.5 1.5 -1.2
H -3.5543 0.2821 -0.2859 0.4 -0.9 0.1
H 3.6690 -0.1912 0.6731 0.9 -2.0 0.1
H 2.7043 0.9209 1.1596 0.8 -0.1 -1.4


What did the second record say?
14
Properties=species:S:1:pos:R:3:forces:R:3 method="wB97M-V/def2-TZVPD" total_energy_ha=-701.63778 charge=0 max_force_ha_per_bohr=0.0714 orbital_gap_ha="0.3105 / 0.2833" e_homo_ev="-9.32 / -8.31"
C 0.1477 -2.2324 1.0995 2.6 -2.4 -1.0
C 0.4622 -1.0982 0.4186 -1.2 -2.5 0.9
C -1.3587 -0.9526 1.6806 2.0 -0.6 -0.9
C -0.8780 0.8690 0.1507 -0.4 2.1 0.4
C 1.2206 1.9761 -2.1548 1.9 0.8 0.2
N -0.9289 -2.1321 1.9271 -0.1 -0.2 -0.4
N -0.5594 -0.2921 0.7485 -1.8 2.2 0.4
S -1.8057 2.1439 0.4887 0.8 -1.6 -0.4
H 0.6581 -3.1962 0.9323 -0.2 0.7 0.5
H 1.1469 -0.8855 -0.3244 1.2 0.4 -1.2
H -2.0169 -0.4591 2.2494 -2.8 1.9 1.5
H 1.2953 3.0435 -2.0048 0.2 0.0 0.6
H 0.4730 1.7618 -2.8206 -2.1 -0.9 -1.2
H 2.1437 1.4540 -2.3907 0.0 0.0 0.5